# 1
Formula: C23H23BCl2N8O2V
Source: OMol25
Level of theory: the ωB97M-V functional and the def2-TZVPD basis

XYZ file:
```
60
Properties=species:S:1:pos:R:3:mulliken_charge:R:1
V -0.49 -0.54 -0.85 0.22
C -1.93 -2.19 1.92 -1.17
C -0.97 -1.07 2.10 0.69
C -0.56 -0.50 3.31 -1.71
C 0.35 0.48 2.97 0.19
N 0.47 0.50 1.64 0.53
N -0.33 -0.43 1.09 0.35
B 1.35 1.40 0.73 0.54
N 0.37 2.17 -0.18 0.41
C 0.19 3.45 -0.52 0.35
C -0.70 3.52 -1.58 -1.62
C -1.04 2.20 -1.86 0.63
C -1.89 1.66 -2.96 -1.21
N -0.40 1.39 -0.99 0.26
N 2.13 0.43 -0.22 0.65
C 3.43 0.33 -0.49 0.19
C 3.60 -0.61 -1.50 -1.65
C 2.32 -1.06 -1.80 0.66
C 1.92 -2.07 -2.83 -1.29
N 1.43 -0.43 -1.01 -0.10
N 2.32 2.18 1.56 0.49
C 2.56 3.50 1.80 -0.06
C 3.55 3.59 2.73 -1.04
C 3.89 2.24 3.03 0.60
C 4.92 1.76 3.99 -1.26
N 3.15 1.41 2.32 -1.21
H -2.23 -2.58 2.89 0.45
H -1.46 -3.01 1.37 0.20
H -2.83 -1.86 1.40 0.14
H -0.88 -0.78 4.30 0.48
H 0.91 1.15 3.60 0.56
H 0.69 4.26 -0.01 0.40
H -1.04 4.41 -2.08 0.52
H -2.00 2.41 -3.75 0.44
H -2.88 1.41 -2.60 0.12
H -1.43 0.77 -3.40 0.22
H 4.16 0.92 0.02 0.56
H 4.53 -0.92 -1.95 0.50
H 2.73 -2.20 -3.55 0.45
H 1.03 -1.75 -3.38 0.25
H 1.72 -3.04 -2.37 0.19
H 2.02 4.29 1.30 0.24
H 4.00 4.47 3.14 0.48
H 5.43 2.59 4.47 0.38
H 5.66 1.13 3.49 0.30
H 4.46 1.13 4.76 0.29
Cl -6.24 -4.75 -1.93 -0.06
C -5.13 -3.51 -1.67 0.31
C -5.58 -2.20 -1.43 -0.58
C -4.68 -1.19 -1.21 0.62
Cl -5.18 0.40 -0.91 -0.07
C -3.24 -1.44 -1.20 -0.22
O -2.44 -0.51 -0.95 -0.25
C -2.82 -2.80 -1.47 1.02
C -1.42 -3.11 -1.45 -0.36
O -0.57 -2.27 -1.10 -0.49
C -3.75 -3.80 -1.70 -0.99
H -6.64 -2.00 -1.41 0.50
H -1.09 -4.11 -1.74 0.47
H -3.42 -4.81 -1.88 0.51
```

HOMO level (alpha / beta) ... -13.5 / -13.5 eV
<S²> ... 3.784
Frontier orbital gap (alpha / beta) ... 5.67 / 3.53 eV
Total charge ... +2
M ... 576.15 Da
E_LUMO (alpha / beta) ... -7.88 / -10.02 eV
Multiplicity ... 4
Maximum force ... 0.10372 hartree/bohr

=====

# 2
Formula: C23H23BMgN7S
Source: OMol25
Level of theory: the ωB97M-V functional and the def2-TZVPD basis

XYZ file:
```
56
Properties=species:S:1:pos:R:3:mulliken_charge:R:1
Mg -1.62 1.62 -1.65 1.11
C 5.76 -4.05 2.15 -1.31
C 4.80 -2.92 2.14 0.49
C 3.45 -3.12 1.68 -0.48
C 2.58 -2.10 1.51 -0.01
C 2.99 -0.77 1.80 -0.24
C 4.22 -0.52 2.36 -0.83
C 5.11 -1.61 2.49 -0.33
H 6.77 -3.67 1.89 0.35
H 5.42 -4.90 1.54 0.35
H 5.71 -4.49 3.19 0.28
H 3.16 -4.16 1.54 0.28
H 1.56 -2.32 1.20 0.01
H 2.35 0.03 1.48 0.62
H 4.56 0.46 2.73 0.37
H 6.07 -1.46 2.93 0.40
N -4.19 -1.38 -1.33 -0.04
C -3.30 -2.18 -0.62 0.52
C -3.42 -3.40 0.03 -1.12
C -2.44 -3.62 1.00 -0.45
C -1.36 -2.75 1.15 -0.68
C -1.03 -1.74 0.21 -0.25
C -2.09 -1.41 -0.65 0.20
N -2.36 -0.18 -1.32 -0.49
C -3.62 -0.23 -1.78 0.31
C -4.31 0.91 -2.37 0.06
C -5.65 1.16 -2.64 -0.38
S -5.94 2.84 -2.97 -0.03
C -4.25 3.06 -3.04 -0.16
N -3.51 2.08 -2.52 0.07
H -5.12 -1.75 -1.53 0.26
H -4.24 -4.10 -0.06 0.39
H -2.43 -4.51 1.59 0.41
H -0.79 -2.83 2.03 0.57
H -0.10 -1.16 0.19 0.43
H -6.38 0.38 -2.68 0.41
H -3.84 3.99 -3.38 0.46
B 1.11 3.50 -0.19 0.14
N -0.15 3.05 0.62 0.03
C -0.32 3.49 1.94 -0.30
C -1.73 3.40 2.28 -0.92
C -2.27 2.76 1.14 -0.14
N -1.40 2.61 0.17 -0.05
N 1.27 2.58 -1.47 0.16
C 2.47 2.25 -2.02 -0.21
C 2.30 1.50 -3.18 -0.96
C 0.92 1.26 -3.18 -0.16
N 0.28 1.98 -2.24 -0.31
H 2.11 3.35 0.60 -0.14
H 1.23 4.66 -0.37 -0.13
H 0.49 3.88 2.55 0.45
H -2.23 3.78 3.14 0.42
H -3.35 2.48 1.04 0.35
H 3.40 2.54 -1.52 0.43
H 3.08 1.09 -3.77 0.39
H 0.27 0.67 -3.81 0.39
```

HOMO level ... -10.4 eV
Frontier orbital gap ... 6.56 eV
Total charge ... +1
M ... 464.67 Da
E_LUMO ... -3.88 eV
Maximum force ... 0.06972 hartree/bohr

=====

# 3
Formula: C23H23Br4KN7O3S
Source: OMol25
Level of theory: the ωB97M-V functional and the def2-TZVPD basis

XYZ file:
```
62
Properties=species:S:1:pos:R:3:mulliken_charge:R:1
K 1.22 0.06 0.53 0.89
C -1.31 3.79 -1.64 -1.87
C -0.49 3.04 -0.64 0.54
N 0.57 2.39 -0.96 0.00
N 0.92 2.38 -2.28 -0.28
C 2.07 1.74 -2.68 0.10
N 2.12 1.59 -4.03 -0.47
S 3.31 1.26 -1.70 -0.34
C -0.89 2.98 0.81 0.97
C -2.07 3.56 1.26 -0.64
C -2.39 3.44 2.60 -0.53
C -1.57 2.73 3.44 -0.63
C -0.42 2.15 2.90 -0.24
N -0.09 2.30 1.63 -0.29
H -0.66 4.33 -2.33 0.49
H -1.93 3.10 -2.23 0.35
H -1.97 4.52 -1.18 0.46
H 0.16 2.40 -2.96 0.38
H 1.24 1.40 -4.51 0.28
H 2.90 1.04 -4.34 0.28
H -2.74 4.09 0.59 0.17
H -3.31 3.89 2.98 0.42
H -1.80 2.59 4.49 0.43
H 0.25 1.54 3.50 0.47
O -0.68 -1.23 3.00 -0.63
C -1.16 -1.87 1.84 -0.45
C -2.03 -0.92 1.05 0.65
C -3.16 -0.35 1.64 -0.85
C -3.96 0.50 0.92 -0.46
C -3.62 0.79 -0.40 -0.84
C -2.47 0.21 -0.90 0.06
N -1.68 -0.62 -0.21 0.29
H 0.33 -1.14 2.94 0.42
H -1.79 -2.72 2.13 0.36
H -0.34 -2.24 1.21 -0.01
H -3.38 -0.60 2.68 0.46
H -4.84 0.95 1.37 0.42
H -4.21 1.45 -1.02 0.50
H -2.15 0.43 -1.92 0.04
Br 6.36 -4.52 1.10 -0.23
C 4.94 -3.38 1.63 0.23
C 5.04 -2.63 2.79 0.13
Br 6.59 -2.72 3.88 -0.23
C 3.97 -1.79 3.14 -0.06
Br 4.05 -0.74 4.73 -0.21
C 2.81 -1.64 2.39 0.35
O 1.85 -0.83 2.75 -0.76
C 2.69 -2.45 1.16 -0.08
O 1.64 -2.40 0.43 -0.71
C 3.78 -3.28 0.85 -0.19
Br 3.59 -4.29 -0.75 -0.19
C 0.78 -2.50 -2.57 -0.77
N -0.47 -2.01 -3.19 0.03
C -1.69 -2.73 -2.83 -0.89
C -0.57 -0.76 -3.60 0.80
N -0.66 0.33 -3.99 -0.83
H 0.71 -2.48 -1.49 0.24
H 1.61 -1.87 -2.88 0.31
H 0.96 -3.51 -2.92 0.25
H -1.83 -2.72 -1.75 0.22
H -1.60 -3.76 -3.18 0.31
H -2.54 -2.27 -3.32 0.38
```

HOMO level ... -3.3 eV
Frontier orbital gap ... 5.08 eV
Total charge ... -1
M ... 836.26 Da
E_LUMO ... 1.81 eV
Maximum force ... 0.01119 hartree/bohr